This record from the OMol25 dataset describes a structure of composition C22H39OPbSi2 at a distorted geometry. The level of theory is ωB97M-V/def2-TZVPD.

Calculated values
DFT total energy ... -46497.72801 eV
Frontier orbital gap ... 6.57 eV
Charge ... -1
Spin multiplicity ... 1

Last column: natural (NBO) charge in e.
Positions of all 65 atoms, in Å:
Pb1 0.151574 0.627370 0.534823  1.428
C1 -2.830556 0.974971 -0.022635  -0.399
C2 -2.228964 1.719112 -1.090063  -0.403
C3 -1.822938 0.792539 -2.094654  -0.346
H1 -2.154048 2.809158 -1.147534  0.205
C4 -2.154032 -0.520765 -1.647150  -0.341
C5 -2.761481 -0.412457 -0.364357  -0.334
H2 -3.150147 -1.238599 0.233743  0.211
H3 -3.334275 1.398273 0.843213  0.205
H4 -1.376694 1.044835 -3.053795  0.190
H5 -2.012347 -1.441847 -2.212733  0.201
C6 1.375479 -1.527799 2.414637  -0.390
C7 0.073621 -2.085006 2.215490  -0.377
C8 0.041824 -2.663706 0.913333  -0.319
H6 -0.726555 -2.127799 2.956908  0.205
C9 1.317404 -2.469616 0.310551  -0.355
C10 2.137755 -1.755656 1.229805  -0.381
H7 3.192428 -1.500758 1.086062  0.202
H8 1.749219 -1.094324 3.346125  0.207
H9 -0.803123 -3.187899 0.465254  0.206
H10 1.629341 -2.850880 -0.662926  0.191
O1 1.719740 0.693305 -1.728354  -0.572
C11 2.241853 -0.061190 -2.885528  0.285
C12 2.540466 1.226808 -3.688597  -0.463
C13 1.181449 -0.928406 -3.522676  -0.629
C14 3.491839 -0.848762 -2.542196  -0.629
C15 1.986393 1.945055 -2.466890  -0.062
H11 1.916294 1.341779 -4.581219  0.209
H12 3.604548 1.408379 -3.871891  0.203
H13 2.715090 2.551974 -1.913027  0.184
H14 1.045494 2.488453 -2.639425  0.193
H15 1.577023 -1.374562 -4.444343  0.200
H16 0.293333 -0.347882 -3.789892  0.224
H17 0.880235 -1.742176 -2.852034  0.237
H18 4.099628 -0.970910 -3.450784  0.201
H19 3.225815 -1.849787 -2.180284  0.225
H20 4.110343 -0.331696 -1.798870  0.222
C16 2.988358 1.777003 3.339915  -1.126
Si1 1.867982 3.011179 2.484266  1.711
C17 1.689810 4.619693 3.442361  -1.127
C18 2.750058 3.332212 0.866699  -1.129
C19 0.116129 2.333108 2.195133  -1.916
Si2 -1.005182 2.022838 3.659355  1.714
C20 -1.954708 3.642830 3.914179  -1.116
C21 -2.332943 0.684600 3.546623  -1.118
C22 -0.001927 1.430582 5.141046  -1.124
H21 3.931234 2.280544 3.604866  0.220
H22 3.226031 0.943735 2.663597  0.247
H23 2.553334 1.363467 4.253940  0.239
H24 2.672575 5.097469 3.565444  0.218
H25 1.022674 5.315803 2.911723  0.232
H26 1.263535 4.448153 4.439507  0.233
H27 3.210000 2.413909 0.481607  0.237
H28 2.077402 3.747862 0.106548  0.230
H29 3.559929 4.059908 1.040246  0.228
H30 -0.362649 3.105669 1.567051  0.244
H31 -2.643846 3.785962 3.066931  0.233
H32 -2.549006 3.623127 4.841163  0.218
H33 -1.290772 4.516971 3.943928  0.225
H34 -1.916160 -0.319555 3.401368  0.246
H35 -2.892532 0.664909 4.503591  0.219
H36 -3.069660 0.864993 2.760970  0.236
H37 0.408243 0.431758 4.927949  0.244
H38 0.829995 2.098884 5.388090  0.220
H39 -0.645074 1.345174 6.030486  0.225

Forces on atoms 1 to 3 (eV/Å):
-1.0 -1.4 0.2
0.6 -0.3 -0.5
0.1 -0.4 0.2